Record 1
DFT (ωB97M-V/def2-TZVPD) results for C6H7FIN in the gas phase.

XYZ file:
```
16
Properties=species:S:1:pos:R:3:forces:R:3:lowdin_charge:R:1
I 2.95698 -0.15090 -0.32032 -0.2 0.0 -0.1 0.948
F 1.51039 1.48176 1.51009 -0.1 0.1 0.2 -0.039
N -0.49589 -0.28905 -1.10382 -0.2 -1.3 0.1 -0.001
C -0.35617 -1.52902 -0.75269 0.2 -0.7 0.4 -0.152
C 0.44190 -0.58218 1.35155 1.9 -1.4 -2.0 -0.165
C -1.05937 2.11545 -0.97310 -1.2 0.4 0.7 -0.080
C 1.36925 0.26961 0.95521 0.6 -0.4 0.4 -0.816
C 0.16162 -1.90777 0.67312 3.1 1.9 -1.3 -0.183
C -0.31706 0.90079 -1.16628 1.1 -0.7 -0.4 -0.130
H -0.15681 -0.30794 2.11194 -2.1 1.2 2.5 0.081
H -1.92145 2.06871 -1.59929 -0.6 0.1 -1.1 0.076
H -0.61237 -2.42222 1.15573 -0.8 -1.0 0.9 0.072
H 1.21156 -2.49122 0.71351 -2.5 0.8 -0.5 0.132
H -0.61561 -2.40627 -1.36466 0.0 1.0 -0.2 0.103
H -0.52448 3.02584 -1.16156 0.4 0.3 -0.2 0.066
H -1.59251 2.22439 -0.02942 0.4 -0.3 0.6 0.088
```
Positions in Å, forces in eV/Å.

## Properties
E_tot = -684.9904 hartree
HOMO = -7.3 eV
Spin multiplicity = 1
E_LUMO = 0.580 eV
Gap between HOMO and LUMO = 0.28883 Eh
Largest force on an atom = 3.8 eV/A

Record 2
DFT (ωB97M-V/def2-TZVPD) results for C4H3Li2O2Rb as an isolated structure.

XYZ file:
```
12
Properties=species:S:1:pos:R:3:forces:R:3:lowdin_charge:R:1
Rb 1.66332 1.55912 -0.66388 0.2 2.5 -1.9 0.918
O 1.32158 -0.26649 0.52152 0.9 -1.9 1.9 -0.767
O -2.65810 -0.58370 -0.95887 -0.6 -0.5 -0.5 -0.340
C 0.53300 -2.35725 -0.20213 -0.1 -0.5 -3.6 -0.185
C -1.36049 -0.58875 -0.95231 0.7 2.3 -1.3 -0.513
C 1.55861 -1.54069 0.13472 -1.3 0.5 1.8 -0.465
C -0.59171 -1.72485 -0.92415 0.7 -4.4 3.4 -0.252
Li -0.25470 0.05519 2.12063 0.7 -0.6 -1.5 0.627
Li -3.73714 -1.92123 -0.48336 0.6 0.4 -0.2 0.719
H -0.68379 -0.36856 -1.97353 -0.9 1.4 1.2 0.151
H 2.54714 -2.02406 0.24026 0.0 0.8 0.7 0.057
H -1.13881 -2.57889 -1.37127 -0.9 0.0 0.0 0.050
```
Positions in Å, forces in eV/Å.

## Properties
E_tot = -343.5542 hartree
HOMO (alpha / beta) = -4.4 / -4.1 eV
Spin multiplicity = 1
E_LUMO (alpha / beta) = -0.739 / -0.548 eV
Gap between HOMO and LUMO (alpha / beta) = 0.13477 / 0.13189 Eh
Largest force on an atom = 5.6 eV/A

Record 3
DFT (ωB97M-V/def2-TZVPD) results for C36H40CdN10O3S3 as an isolated structure.

XYZ file:
```
93
Properties=species:S:1:pos:R:3:forces:R:3:lowdin_charge:R:1
Cd -0.43848 -0.22598 -0.01831 0.1 -0.4 -0.2 1.258
S -1.30895 -2.36137 0.97903 -0.1 -0.1 -0.1 0.471
S -1.66729 -3.55185 3.69671 -0.1 0.0 -0.1 0.959
S -1.15038 -3.44701 6.62988 0.2 0.2 0.0 0.571
O -4.62777 5.63320 0.46148 0.3 0.1 0.0 -0.028
O 1.45900 -1.78278 -0.79677 0.1 0.2 0.1 -0.105
O -2.53970 6.50665 0.79710 -0.3 -0.2 0.0 -0.031
N 0.79638 1.09182 1.43432 0.0 0.1 0.0 0.021
N 2.05753 -3.39325 -2.26641 0.2 0.0 -0.2 -0.134
N -2.75979 -0.32127 -1.08778 -0.1 0.0 -0.1 0.013
N 0.36896 0.82745 -1.94566 0.0 0.1 0.1 0.002
N -0.21802 -1.76886 4.66602 0.0 -0.1 0.1 -0.148
N -1.68300 1.66746 0.42309 0.0 0.0 0.1 0.060
N -0.27756 -1.44960 3.31367 0.2 0.1 0.2 0.008
N 2.48245 -3.63803 0.03038 -0.1 -0.1 0.1 -0.118
N -0.83451 -0.36712 -3.49395 0.1 0.1 -0.1 0.068
N 0.28275 1.55211 -4.19904 0.0 0.1 0.0 -0.039
C -2.78651 4.18551 0.57825 -0.1 0.2 0.0 -0.071
C 2.05640 2.43542 -2.80650 -0.1 -0.1 -0.1 -0.157
C -5.36866 -0.24868 -1.98737 -0.1 0.1 0.0 -0.045
C 0.83840 3.09782 2.69570 0.0 0.1 0.1 -0.001
C -1.81804 -0.28815 -4.56280 0.0 0.0 0.0 -0.188
C 2.17866 -3.26708 1.41081 0.1 -0.1 -0.2 -0.053
C -4.80908 0.84956 -1.36110 -0.1 0.0 0.0 0.006
C -3.49474 0.77898 -0.90263 0.1 0.0 0.0 -0.198
C 1.97082 -2.89151 -0.99504 0.0 0.1 0.2 -0.504
C 2.05368 2.73255 3.24670 0.0 0.1 0.0 -0.059
C 1.94197 -2.47554 -3.39081 0.0 -0.1 0.1 -0.043
C -0.05315 0.71609 -3.16768 0.0 0.0 0.0 -0.386
C 0.23220 2.25829 1.76902 0.0 -0.1 -0.1 -0.218
C 1.95820 0.73140 1.98355 -0.2 -0.1 -0.1 -0.130
C 1.38360 -1.25424 6.45895 0.0 -0.1 0.0 -0.038
C -1.00052 -2.29506 2.67110 -0.1 -0.4 0.1 -1.153
C -1.54958 3.92405 1.14169 0.1 0.1 0.0 0.054
C -4.61348 -1.40236 -2.13863 0.0 0.0 0.0 -0.052
C -1.13392 0.29083 -5.78151 0.0 0.0 0.0 -0.159
C 1.30598 1.90213 -1.60347 -0.1 -0.1 -0.1 -0.233
C 1.83499 1.04876 7.01569 0.0 0.0 0.0 -0.086
C -0.53140 1.63172 -5.41306 0.1 -0.1 0.1 -0.150
C -3.39462 5.61776 0.62440 0.0 0.0 -0.1 -0.683
C 2.06881 -4.79982 -2.62413 -0.1 0.1 0.0 -0.062
C 2.04707 -0.30756 7.22603 0.0 0.0 0.0 -0.075
C 1.05398 2.75251 -3.89405 0.0 -0.1 0.0 -0.153
C -1.05305 2.63362 1.09910 0.0 -0.1 -0.1 -0.214
C 0.29439 0.51757 5.24581 -0.1 0.1 0.1 -0.025
C -2.86166 1.91385 -0.15722 0.1 -0.1 0.0 -0.194
C 2.63144 1.52621 2.88553 0.1 0.1 0.0 -0.045
C 0.96136 1.45654 6.01803 -0.1 0.0 0.0 -0.094
C -0.92692 -2.84897 5.10659 0.1 0.2 -0.2 -1.120
C -3.46854 3.15298 -0.04236 -0.1 0.0 0.0 0.058
C 3.56197 -4.60147 -0.12124 0.0 0.1 0.0 -0.059
C -3.31531 -1.38628 -1.66991 0.1 0.1 0.1 -0.188
C 0.49623 -0.83581 5.47820 -0.1 0.1 0.0 -0.215
H 0.76002 2.71852 -1.12087 0.0 0.0 0.0 0.110
H -5.02174 -2.29383 -2.59818 0.0 0.1 0.0 0.110
H -0.34866 -0.39016 -6.11866 0.0 0.0 0.0 0.120
H 4.27058 -4.45064 0.69351 0.0 0.0 0.0 0.087
H 1.85046 -1.45999 -3.02138 0.0 0.0 0.0 0.065
H 0.35538 4.02004 2.98657 0.0 0.0 0.0 0.118
H -6.39168 -0.20744 -2.34343 0.1 0.0 0.0 0.115
H -1.11468 -0.87160 -2.67553 -0.1 -0.1 0.2 0.068
H 0.39342 3.56955 -3.58142 0.0 0.0 0.0 0.136
H 3.02687 -5.11020 -3.04951 0.0 0.0 0.0 0.090
H 2.62099 3.32773 -2.53771 0.0 0.0 0.0 0.120
H 2.82337 -2.55838 -4.03305 0.0 0.0 0.0 0.091
H 1.55571 -2.30737 6.62414 -0.1 0.0 0.0 0.096
H -1.00146 4.75815 1.56012 -0.1 0.0 0.1 0.119
H -2.19047 -1.29154 -4.76037 0.0 0.0 0.0 0.120
H 2.72982 -0.64018 7.99732 0.0 0.0 0.0 0.105
H -4.45805 3.37250 -0.42018 0.1 0.1 0.0 0.114
H 1.75720 -4.11849 1.94808 0.0 0.0 0.0 0.098
H -1.84782 0.42292 -6.59521 0.0 0.0 0.0 0.120
H -0.39642 0.82448 4.46965 0.0 0.0 0.0 0.112
H 3.57480 1.20290 3.30438 0.0 0.0 0.0 0.114
H 4.09492 -4.44828 -1.05683 0.0 0.0 0.0 0.087
H 1.45802 -2.46236 1.42823 -0.1 0.1 0.0 0.012
H 0.78354 2.51223 5.84762 0.0 -0.1 0.0 0.102
H -2.67711 0.33563 -4.28247 0.0 0.0 0.0 0.121
H 2.01142 1.51378 -0.87258 0.0 0.0 0.1 0.094
H 2.34548 1.78239 7.62778 0.0 0.0 0.0 0.102
H -5.39526 1.74565 -1.21332 0.0 0.0 0.0 0.113
H 2.54055 3.38002 3.96439 0.0 0.0 0.0 0.117
H 2.75514 1.67905 -3.17338 0.0 0.0 0.0 0.120
H 1.05745 -2.70797 -3.98802 0.0 0.0 0.0 0.082
H 2.34895 -0.23164 1.67512 0.0 0.0 0.0 0.101
H -2.68795 -2.27110 -1.74688 0.0 0.0 0.0 0.100
H 1.55590 3.05863 -4.81005 0.0 0.0 -0.1 0.122
H -1.32694 2.37392 -5.28033 0.0 0.0 0.0 0.132
H 0.11386 1.98666 -6.21455 0.1 0.1 0.0 0.122
H 1.83473 -5.42708 -1.76995 0.0 0.0 0.0 0.083
H 1.29676 -4.97304 -3.37797 0.0 0.0 0.0 0.089
H 3.21903 -5.63678 -0.06756 0.0 0.0 0.0 0.087
H 3.09127 -2.94991 1.92313 0.0 0.0 0.0 0.092
```
Positions in Å, forces in eV/Å.

## Properties
E_tot = -3531.5314 hartree
HOMO = -7.6 eV
Spin multiplicity = 1
E_LUMO = -0.506 eV
Gap between HOMO and LUMO = 0.26191 Eh
Largest force on an atom = 0.4 eV/A

Record 4
DFT (ωB97M-V/def2-TZVPD) results for C3H7ClN2O in the gas phase.

XYZ file:
```
14
Properties=species:S:1:pos:R:3:forces:R:3:lowdin_charge:R:1
Cl 2.85883 1.69555 -0.36907 0.5 0.0 -0.1 0.696
O 0.92031 0.19208 0.16127 0.6 2.1 -2.2 -0.193
N 0.57515 1.62092 -1.73734 -1.0 -2.4 1.5 0.136
N -0.32510 -0.46169 -0.10524 -0.8 0.4 1.2 -0.207
C -0.01129 -1.84664 0.38433 -0.2 3.1 2.0 -0.030
C -1.38094 0.21944 0.72317 1.8 1.5 -2.1 -0.059
C 1.30161 1.12896 -0.85472 -1.3 -0.3 1.8 -0.828
H 0.95935 -1.79160 0.99446 -1.8 -0.4 -0.3 0.118
H -2.33811 -0.14401 0.59570 -1.8 -1.7 -0.9 0.053
H 0.20015 -2.26928 -0.51691 0.4 -2.4 -2.0 0.040
H -1.22939 0.18482 1.74974 0.9 0.0 2.1 0.059
H -1.52530 1.26119 0.38501 0.7 -0.3 0.2 0.093
H 0.94815 2.31691 -2.30093 1.1 1.4 -1.0 0.031
H -0.95344 -2.10665 0.89054 0.8 -0.9 -0.1 0.090
```
Positions in Å, forces in eV/Å.

## Properties
E_tot = -763.3433 hartree
SMILES = [H]/N=C(\Cl)ON(C)C
HOMO = -9.4 eV
Spin multiplicity = 1
E_LUMO = 0.843 eV
Gap between HOMO and LUMO = 0.37621 Eh
Largest force on an atom = 3.7 eV/A

Record 5
DFT (ωB97M-V/def2-TZVPD) results for C18H20Br2InN9S as an isolated structure.

XYZ file:
```
51
Properties=species:S:1:pos:R:3:forces:R:3:lowdin_charge:R:1
In 1.67998 -0.68265 -1.07906 0.0 0.2 -0.2 0.441
Br 4.57188 -2.20455 -1.48456 0.0 -0.2 0.0 0.645
Br 2.13158 -3.96905 -0.49286 0.0 -0.1 0.0 0.670
S 1.45058 -1.16705 -3.48656 0.4 0.0 0.7 0.667
N -1.58002 4.39105 0.01964 0.0 0.1 0.0 0.212
N 0.45568 3.73225 -0.93306 0.4 1.4 -0.3 0.153
N 3.37688 0.50405 -0.11606 0.3 0.1 0.1 0.131
N -0.01002 5.91925 -0.68146 -0.1 0.2 0.0 0.207
N -0.92472 -1.42975 -4.50906 -0.1 -0.1 -0.2 0.117
N 0.83948 1.35435 -0.89346 -0.2 0.3 0.0 0.118
N 1.10018 -1.11955 1.07434 0.1 0.1 -0.6 0.010
N -0.45842 -1.14195 -1.09446 1.0 0.0 1.1 -0.080
N -1.03752 -1.25235 -2.26356 -1.8 -0.2 -0.6 0.036
C -0.22562 -1.01765 1.23354 0.0 0.0 0.9 -0.191
C -4.48402 -2.14165 1.17844 0.0 -0.1 0.1 -0.051
C -0.38972 4.65385 -0.53376 -0.2 -0.3 0.1 -0.459
C 0.56098 2.48905 -0.89386 0.2 -1.4 0.2 -0.275
C 1.43518 -1.19025 3.42294 -0.1 0.0 -0.1 -0.010
C 0.07298 -1.00875 3.61784 0.2 0.0 -0.1 -0.001
C 4.01748 1.22175 0.50724 -0.8 -1.0 -0.9 -0.160
C -2.53582 -1.14055 0.17624 -0.4 0.0 0.0 -0.183
C 3.85758 -4.00405 -1.35296 0.0 -0.1 -0.1 -0.958
C -4.73702 -0.39105 -0.44026 -0.1 0.0 0.0 -0.059
C -3.36352 -0.30875 -0.57676 0.2 0.0 0.1 -0.030
C 4.81148 2.08375 1.29814 0.7 0.8 0.7 -0.002
C -3.11092 -2.06665 1.04834 0.1 0.1 -0.3 -0.041
C -1.07552 -1.07765 0.03874 -0.4 -0.2 -1.0 -0.167
C -0.30272 -1.29515 -3.34256 0.6 0.2 0.1 -0.791
C 1.90468 -1.20695 2.12224 0.4 -0.1 0.4 -0.121
C -0.76102 -0.89725 2.52004 0.1 0.0 -0.2 0.026
C -5.30062 -1.30365 0.43654 0.0 0.0 0.0 -0.053
H -5.37382 0.24975 -1.02956 -0.1 0.1 -0.1 0.111
H -4.91072 -2.86595 1.85434 -0.1 -0.1 0.0 0.116
H 2.11278 -1.29905 4.25544 0.1 0.0 0.0 0.122
H -1.90692 3.44815 0.13414 0.1 0.0 -0.1 0.121
H -2.47352 -2.74975 1.58984 0.0 -0.1 0.1 0.123
H 4.54028 -4.60655 -0.75506 -0.2 0.2 -0.1 0.021
H 5.20678 1.52985 2.15134 0.0 0.1 0.0 0.114
H -1.92702 -1.53035 -4.54156 0.0 0.0 0.1 0.128
H 5.64248 2.46685 0.70514 0.0 0.0 0.0 0.116
H -2.92632 0.40955 -1.25416 0.0 0.0 -0.1 0.108
H -1.81682 -0.72135 2.65344 0.0 -0.1 0.0 0.124
H 0.87138 6.12375 -1.12116 0.0 -0.1 0.0 0.134
H -6.37282 -1.37155 0.53594 -0.1 0.0 0.0 0.116
H -0.33012 -0.96665 4.61764 -0.1 0.1 0.1 0.128
H 3.73568 -4.41085 -2.35586 0.0 0.2 0.2 0.025
H -2.21932 5.13345 0.24804 0.0 0.0 0.0 0.128
H 2.96078 -1.31565 1.90204 0.0 0.0 0.1 0.115
H -0.39352 -1.46075 -5.36326 -0.1 0.0 0.0 0.104
H -0.59622 6.68455 -0.39866 0.0 0.1 0.0 0.130
H 4.20738 2.92005 1.65184 0.0 0.0 0.0 0.112
```
Positions in Å, forces in eV/Å.

## Properties
E_tot = -6926.6438 hartree
HOMO = -13.3 eV
Charge = +2
Spin multiplicity = 1
E_LUMO = -5.891 eV
Gap between HOMO and LUMO = 0.27065 Eh
Largest force on an atom = 1.9 eV/A